[1]
ORCA calculation (ωB97M-V/def2-TZVPD) on a cluster of 12 separate species, C37H77BNO24S5 in total.

Cartesian coordinates (Å):
O 5.288 7.043 30.844
C 4.834 7.447 29.776
O 4.506 8.714 29.346
B 4.191 8.693 27.934
O 4.579 7.405 27.511
C 4.848 6.571 28.507
O 5.059 5.334 28.455
O 4.936 9.752 27.329
C 4.139 10.663 26.741
O 4.466 11.665 26.176
C 2.674 10.139 27.076
O 2.808 9.043 27.798
O 1.600 10.684 26.735
C 4.847 5.598 21.973
S 6.438 6.455 22.437
O 6.743 7.226 21.158
C 7.665 5.051 22.606
H 4.773 4.932 21.114
H 4.231 6.471 21.758
H 4.414 5.072 22.824
H 8.674 5.462 22.647
H 7.439 4.426 21.743
H 7.472 4.430 23.481
C 12.616 4.510 28.302
S 13.032 3.708 29.912
O 14.305 4.354 30.515
C 11.569 4.307 30.794
H 13.354 4.488 27.499
H 12.314 5.553 28.391
H 11.798 3.936 27.868
H 10.699 3.880 30.294
H 11.362 5.352 31.023
H 11.565 3.845 31.781
C -2.633 15.278 18.279
S -2.004 13.570 18.369
O -1.645 13.131 16.903
C -0.387 13.876 19.303
H -3.242 15.563 19.137
H -3.181 15.322 17.338
H -1.728 15.885 18.238
H -0.483 14.196 20.341
H 0.156 14.653 18.765
H 0.190 12.952 19.272
C -0.381 9.586 33.116
S -0.488 7.758 33.352
O -1.367 7.308 34.463
C -1.500 7.357 31.843
H -0.094 9.796 32.085
H 0.407 10.002 33.745
H -1.327 10.029 33.425
H -1.989 6.385 31.914
H -1.054 7.295 30.851
H -2.277 8.106 31.690
C -1.149 18.369 24.829
S -1.874 19.467 23.484
O -2.284 20.667 24.329
C -0.351 19.964 22.703
H -0.329 18.840 25.372
H -0.753 17.485 24.329
H -1.956 18.086 25.504
H 0.283 20.523 23.391
H -0.502 20.643 21.863
H 0.082 19.069 22.257
C -2.429 6.130 23.930
O -2.226 5.206 24.655
N -3.032 6.157 22.723
C -3.313 7.374 21.954
C -3.818 4.944 22.354
H -1.959 7.111 24.100
H -4.277 7.806 22.222
H -3.371 7.271 20.870
H -2.616 8.202 22.082
H -4.532 4.770 23.159
H -4.315 4.889 21.385
H -3.291 3.993 22.285
O -1.104 -3.423 30.312
C -0.037 -3.635 30.854
O 1.079 -2.791 31.031
C 1.317 -1.607 30.359
C 0.631 -0.446 31.069
C 0.120 -4.925 31.709
H 0.865 -1.654 29.368
H 2.384 -1.399 30.282
H -0.426 -0.278 30.866
H 0.954 0.530 30.705
H 0.587 -0.644 32.140
H 0.519 -4.572 32.660
H 0.892 -5.508 31.207
H -0.879 -5.319 31.895
O -9.027 14.022 28.590
C -8.710 14.297 27.437
O -7.489 14.034 26.853
C -6.561 13.266 27.531
C -6.818 11.718 27.384
C -9.657 14.730 26.373
H -6.335 13.501 28.571
H -5.635 13.473 26.995
H -5.923 11.129 27.183
H -7.610 11.359 26.728
H -7.144 11.482 28.397
H -10.442 14.022 26.107
H -9.090 14.903 25.458
H -10.081 15.686 26.680
O 13.262 13.596 27.318
C 12.767 14.379 28.129
O 11.510 14.504 28.439
C 10.599 13.577 27.924
C 10.750 12.131 28.481
C 13.716 15.215 28.979
H 10.661 13.620 26.836
H 9.678 14.100 28.182
H 10.700 11.457 27.626
H 9.871 11.892 29.080
H 11.617 11.999 29.128
H 14.121 16.036 28.387
H 14.559 14.580 29.252
H 13.283 15.565 29.916
O 1.852 -0.270 22.595
C 1.890 -1.013 23.553
O 2.987 -1.387 24.269
C 4.252 -1.209 23.689
C 5.424 -1.252 24.800
C 0.636 -1.518 24.220
H 4.334 -0.346 23.029
H 4.412 -2.062 23.029
H 5.524 -0.424 25.500
H 6.206 -1.219 24.041
H 5.354 -2.215 25.307
H 0.791 -2.128 25.109
H 0.021 -2.225 23.664
H 0.009 -0.734 24.644
O 7.717 -5.435 33.859
C 8.930 -5.355 34.067
O 9.766 -4.208 34.100
C 9.417 -2.894 33.680
C 9.224 -2.790 32.158
C 9.655 -6.729 34.308
H 10.122 -2.130 34.008
H 8.498 -2.680 34.226
H 8.484 -2.003 32.012
H 8.876 -3.783 31.873
H 10.070 -2.441 31.566
H 9.757 -7.200 33.331
H 9.057 -7.368 34.959
H 10.669 -6.548 34.663

For the HOMO-LUMO gap, the calculation gives 8.3735 eV. As for the highest occupied orbital energy: -7.2 eV. The net charge is -1.

These are the Mulliken partial charges, in e, on atoms 1 to 8: O -0.604; C 0.481; O -0.513; B 1.052; O -0.441; C 0.650; O -0.661; O -0.437

=====

[2]
ORCA calculation (ωB97M-V/def2-TZVPD) on the ion C2H8N3O with charge +1.

Cartesian coordinates (Å):
C -0.705 0.284 1.664
C -0.125 0.680 0.340
N 1.251 1.003 0.382
N 0.904 -0.200 -0.273
O 0.689 -0.272 -1.902
N 0.404 -1.452 -2.360
H 0.052 -0.144 2.280
H -1.544 -0.336 1.432
H -0.848 1.161 2.400
H -0.842 1.243 -0.365
H 1.739 1.521 -0.219
H 1.250 -1.054 0.156
H 1.255 -1.955 -2.755
H -0.538 -1.742 -2.397

For the HOMO-LUMO gap, the calculation gives 10.4105 eV. As for the SMILES: C[C@H]1N[N@@H+]1ON. As for the highest occupied orbital energy: -14.8 eV. The net charge is +1.

These are the natural (NBO) partial charges, in e, on atoms 1 to 8: C -0.668; C 0.122; N -0.381; N -0.107; O -0.169; N -0.418; H 0.243; H 0.242

=====

[3]
ORCA calculation (ωB97M-V/def2-TZVPD) on a cluster of 8 separate species, C3H24NO8S2 in total.

Cartesian coordinates (Å):
N 0.428 0.662 1.116
C -0.662 -0.157 0.314
C -1.865 0.922 0.204
O -1.961 1.647 -0.957
C -1.228 -1.412 0.931
S 0.067 -2.421 1.677
S 0.928 -3.305 0.120
H 0.850 1.598 0.629
H 1.302 0.094 1.343
H -0.079 1.034 2.002
H -0.281 -0.544 -0.683
H -2.011 1.415 1.189
H -2.768 0.151 0.033
H -1.067 2.199 -1.079
H -2.138 -1.281 1.657
H -1.828 -1.891 0.249
H 0.223 -4.466 0.161
H -2.685 0.544 -2.115
H -3.449 -0.751 -1.986
O -2.753 -0.360 -2.564
H -1.609 -1.647 -2.765
H -0.475 -2.366 -3.574
O -0.743 -1.926 -2.801
H 0.085 2.476 -2.972
H 0.907 1.503 -2.146
O 0.340 2.282 -2.046
H 0.846 0.898 4.762
H 1.110 -0.404 3.999
O 0.827 0.463 3.917
H 2.201 4.072 -0.123
H 2.907 3.205 0.978
O 2.059 3.590 0.705
H 0.555 -0.841 -2.324
H 2.021 -0.812 -2.250
O 1.370 -0.257 -1.988
H 3.491 -0.937 2.320
H 2.611 -1.875 1.773
O 2.473 -1.103 2.291

For the HOMO-LUMO gap (alpha / beta), the calculation gives 9.7003 / 4.9201 eV. Its spin multiplicity is 2. As for the highest occupied orbital energy (alpha / beta): -17.0 / -16.9 eV. The net charge is +2.

These are the natural (NBO) partial charges, in e, on atoms 1 to 8: N -0.794; C -0.119; C -0.043; O -0.715; C -0.658; S 0.748; S -0.033; H 0.511

=====

[4]
ORCA calculation (ωB97M-V/def2-TZVPD) on a structure of composition C26H21CrN4O2.

Cartesian coordinates (Å):
Cr -0.830 0.326 -1.848
O -2.630 1.093 -1.991
C -3.676 0.824 -1.284
C -4.824 1.652 -1.408
C -5.963 1.435 -0.672
C -6.048 0.371 0.235
C -4.958 -0.460 0.363
C -3.778 -0.271 -0.371
C -2.715 -1.234 -0.160
N -1.587 -1.210 -0.765
N -0.672 -2.216 -0.445
C 0.470 -1.939 -1.022
O 0.707 -0.908 -1.751
C 1.613 -2.860 -0.739
C 1.432 -4.034 -0.012
C 2.515 -4.849 0.277
C 3.789 -4.496 -0.153
C 3.972 -3.326 -0.878
C 2.887 -2.511 -1.172
H -4.754 2.476 -2.107
H -6.810 2.102 -0.796
H -6.944 0.205 0.818
H -5.000 -1.298 1.052
H -2.885 -2.035 0.561
H 0.437 -4.285 0.327
H 2.369 -5.760 0.845
H 4.636 -5.131 0.078
H 4.963 -3.044 -1.212
H 3.004 -1.591 -1.728
C -0.348 1.483 1.645
N -0.165 1.580 0.204
C 0.441 2.616 -0.239
C 0.681 2.837 -1.638
C 1.378 3.880 -2.246
C 1.312 3.638 -3.626
C 0.588 2.452 -3.772
N 0.204 1.964 -2.581
C 0.891 1.002 2.374
C 1.706 0.028 1.802
C 2.821 -0.448 2.472
C 3.147 0.054 3.727
C 2.352 1.035 4.298
C 1.232 1.506 3.623
H -1.161 0.773 1.827
H -0.665 2.441 2.075
H 0.812 3.391 0.445
H 1.859 4.704 -1.740
H 1.732 4.236 -4.420
H 0.321 1.945 -4.688
H 1.464 -0.339 0.818
H 3.435 -1.210 2.006
H 4.022 -0.312 4.251
H 2.605 1.441 5.271
H 0.615 2.276 4.072

For the HOMO-LUMO gap (alpha / beta), the calculation gives 6.8599 / 7.4150 eV. Its spin multiplicity is 5. As for the highest occupied orbital energy (alpha / beta): -4.0 / -4.5 eV. The net charge is -1.

These are the natural (NBO) partial charges, in e, on atoms 1 to 8: Cr 1.227; O -0.754; C 0.400; C -0.253; C -0.203; C -0.313; C -0.148; C -0.238

=====

[5]
ORCA calculation (ωB97M-V/def2-TZVPD) on a cluster of 8 separate species, H16O8 in total.

Cartesian coordinates (Å):
O 0.084 3.425 -0.348
H -0.328 4.011 -0.996
H -0.216 2.553 -0.474
O -0.759 0.713 0.051
H 0.066 0.262 -0.209
H -1.366 0.479 -0.654
O 1.445 -1.207 1.734
H 2.396 -1.302 1.711
H 1.393 -0.926 2.637
O 0.553 -1.629 -1.156
H 0.622 -2.128 -0.345
H 1.219 -2.071 -1.690
O -1.003 0.981 2.751
H -1.023 0.861 1.813
H -0.084 1.070 2.857
O -1.451 -1.752 2.167
H -0.626 -1.565 1.759
H -1.404 -1.006 2.794
O -1.865 -0.451 -2.069
H -1.654 0.175 -2.801
H -1.214 -1.152 -2.097
O 1.564 0.365 -2.812
H 2.272 0.712 -2.268
H 1.380 -0.418 -2.353

For the HOMO-LUMO gap, the calculation gives 10.2679 eV. As for the SMILES: O.O.O.O.O.O.O.O. As for the highest occupied orbital energy: -10.6 eV.

These are the natural (NBO) partial charges, in e, on atoms 1 to 8: O -0.963; H 0.465; H 0.486; O -0.998; H 0.488; H 0.510; O -0.954; H 0.476

=====

[6]
ORCA calculation (ωB97M-V/def2-TZVPD) on a structure of composition C36H44Cl5IN2O5Si4Sn.

Cartesian coordinates (Å):
Sn 0.803 -3.078 -2.555
C -0.853 -3.509 3.034
C 0.369 -2.647 2.929
N 1.296 -2.765 3.869
C 2.423 -2.068 3.737
C 2.725 -1.282 2.642
C 4.083 -0.651 2.518
O 4.930 -1.314 1.584
C 1.762 -1.174 1.626
C 2.103 -0.468 0.375
N 1.904 -1.017 -0.748
C 2.289 -0.431 -1.984
C 2.941 0.796 -2.117
C 3.260 1.258 -3.380
C 2.950 0.495 -4.501
C 2.308 -0.726 -4.357
C 1.956 -1.213 -3.096
I 0.549 -3.939 -5.325
C 0.522 -1.789 1.816
O -0.512 -1.596 0.980
H -0.976 -3.840 4.064
H -0.729 -4.386 2.392
H -1.742 -2.990 2.689
H 3.145 -2.164 4.544
H 4.595 -0.711 3.480
H 4.001 0.412 2.257
H 4.409 -1.540 0.803
H 2.602 0.505 0.482
H 3.196 1.402 -1.256
H 3.757 2.216 -3.491
H 3.213 0.855 -5.490
H 2.075 -1.315 -5.237
Cl 5.366 -8.513 -5.201
C 4.593 -7.191 -4.398
C 3.412 -7.382 -3.690
Cl 2.717 -8.963 -3.612
C 2.790 -6.324 -3.044
Cl 1.344 -6.574 -2.141
C 3.316 -5.014 -3.077
O 2.788 -4.002 -2.487
C 4.524 -4.856 -3.802
Cl 5.183 -3.265 -3.870
C 5.146 -5.912 -4.443
Cl 6.613 -5.649 -5.321
O -2.571 -0.650 0.669
C -1.457 -0.417 1.244
O -0.730 0.718 0.707
C -1.545 -0.188 2.769
C -0.562 0.480 3.494
C -0.705 0.690 4.857
C -1.842 0.242 5.516
C -2.837 -0.406 4.798
C -2.686 -0.617 3.435
H 0.310 0.852 2.975
H 0.074 1.205 5.407
H -1.955 0.404 6.581
H -3.736 -0.744 5.300
H -3.454 -1.106 2.851
C -1.561 4.304 -2.468
Si -0.578 2.883 -1.679
C 1.046 3.619 -1.052
C -0.237 1.648 -3.047
Si -1.732 1.942 0.126
Si -3.851 1.129 -0.442
C -4.699 2.737 -1.092
C -3.935 -0.041 -1.911
C -5.084 0.606 0.893
Si -1.867 3.586 1.810
C -0.174 3.819 2.646
C -3.152 3.205 3.141
C -2.345 5.291 1.128
H -0.883 4.974 -3.004
H -2.121 4.897 -1.745
H -2.275 3.907 -3.192
H 1.686 3.916 -1.887
H 1.597 2.898 -0.448
H 0.851 4.498 -0.431
H 0.311 2.133 -3.860
H -1.170 1.249 -3.450
H 0.362 0.804 -2.709
H -4.125 3.230 -1.881
H -4.830 3.464 -0.283
H -5.692 2.515 -1.496
H -3.424 0.361 -2.787
H -4.987 -0.190 -2.179
H -3.486 -1.000 -1.660
H -4.931 1.138 1.835
H -4.991 -0.460 1.088
H -6.097 0.827 0.541
H 0.617 3.288 2.114
H -0.190 3.443 3.671
H 0.090 4.879 2.671
H -3.074 2.184 3.519
H -4.159 3.338 2.738
H -3.027 3.892 3.984
H -1.595 5.678 0.436
H -2.433 5.998 1.958
H -3.302 5.265 0.602

For the HOMO-LUMO gap, the calculation gives 6.6292 eV. As for the highest occupied orbital energy: -2.9 eV. The net charge is -2.

These are the Mulliken partial charges, in e, on atoms 1 to 8: Sn 0.318; C -1.232; C 0.895; N -0.662; C -1.020; C 1.247; C -1.075; O -0.558

=====

[7]
ORCA calculation (ωB97M-V/def2-TZVPD) on a cluster of 4 separate species, C4H11NO3 in total.

Cartesian coordinates (Å):
C -0.066 2.131 1.291
C 0.798 2.467 0.192
C 1.807 1.541 0.184
N 1.481 0.523 1.084
C 0.332 0.913 1.748
H -1.028 2.595 1.456
H 0.887 3.427 -0.314
H 2.745 1.467 -0.333
H 1.598 -0.417 0.739
H -0.155 0.130 2.312
O -2.972 -1.497 -1.084
H -2.229 -1.162 -1.596
H -3.172 -0.770 -0.488
O -0.295 -1.966 0.974
H 0.088 -2.839 1.158
H -0.966 -2.114 0.291
O 0.083 -1.200 -2.336
H 0.262 -1.449 -3.248
H 0.801 -1.782 -2.029

For the HOMO-LUMO gap, the calculation gives 8.3138 eV. As for the SMILES: c1cc[nH]c1.O.O.O. As for the highest occupied orbital energy: -8.1 eV.

These are the natural (NBO) partial charges, in e, on atoms 1 to 8: C -0.320; C -0.297; C -0.072; N -0.542; C -0.046; H 0.218; H 0.216; H 0.202

=====

[8]
ORCA calculation (ωB97M-V/def2-TZVPD) on an isolated molecule of C2H6N2O.

Cartesian coordinates (Å):
C -0.927 1.267 -0.770
N 0.025 0.257 -0.268
N 0.320 -0.781 -1.170
C 0.198 0.012 1.064
O 0.661 -0.982 1.611
H -0.550 1.614 -1.827
H -2.060 0.725 -0.834
H -0.958 2.070 0.046
H 0.839 -0.331 -1.952
H -0.518 -1.146 -1.644
H -0.082 0.912 1.624

For the HOMO-LUMO gap, the calculation gives 10.3122 eV. As for the SMILES: CN(N)C=O. As for the highest occupied orbital energy: -9.7 eV.

These are the natural (NBO) partial charges, in e, on atoms 1 to 8: C -0.431; N -0.310; N -0.624; C 0.527; O -0.572; H 0.217; H 0.188; H 0.221

=====

[9]
ORCA calculation (ωB97M-V/def2-TZVPD) on a structure of composition C35H30N2O2P2Se2Sm.

Cartesian coordinates (Å):
Sm -0.396 1.219 -1.451
Se -0.844 4.242 -2.635
Se -2.258 3.537 -0.846
C -3.342 2.437 -2.022
C -4.628 2.815 -2.326
C -5.324 2.047 -3.257
C -4.688 0.971 -3.853
C -3.394 0.665 -3.472
N -2.730 1.369 -2.549
C 0.864 4.225 -1.737
C 1.530 5.402 -1.478
C 2.817 5.312 -0.956
C 3.361 4.062 -0.711
C 2.602 2.938 -0.985
N 1.373 3.014 -1.499
H -5.068 3.692 -1.871
H -6.337 2.313 -3.533
H -5.181 0.376 -4.612
H -2.868 -0.168 -3.922
H 1.072 6.357 -1.696
H 3.384 6.211 -0.752
H 4.365 3.955 -0.322
H 2.995 1.941 -0.827
O 0.002 1.442 0.602
P 0.314 0.331 1.643
C 1.583 -0.780 0.932
P 1.384 -1.339 -0.798
O 1.296 -0.107 -1.729
C 2.697 -2.423 -1.199
C 3.220 -3.314 -0.256
C 4.197 -4.212 -0.647
C 4.650 -4.215 -1.963
C 4.134 -3.323 -2.897
C 3.152 -2.422 -2.523
C -0.211 -2.154 -0.900
C -0.446 -3.298 -0.143
C -1.682 -3.926 -0.199
C -2.685 -3.422 -1.019
C -2.453 -2.297 -1.797
C -1.222 -1.664 -1.738
C 0.966 1.030 3.120
C 2.148 1.775 2.991
C 2.695 2.383 4.105
C 2.067 2.255 5.342
C 0.889 1.532 5.466
C 0.330 0.916 4.357
C -1.164 -0.610 1.932
C -1.171 -1.637 2.882
C -2.346 -2.324 3.146
C -3.510 -1.991 2.461
C -3.500 -0.995 1.493
C -2.328 -0.310 1.221
H 1.642 -1.654 1.590
H 2.551 -0.272 0.989
H 2.885 -3.315 0.775
H 4.612 -4.905 0.073
H 5.418 -4.919 -2.261
H 4.501 -3.330 -3.916
H 2.750 -1.721 -3.245
H 0.336 -3.714 0.485
H -1.856 -4.825 0.382
H -3.644 -3.924 -1.072
H -3.228 -1.935 -2.459
H -1.011 -0.890 -2.466
H 2.634 1.884 2.027
H 3.610 2.955 4.019
H 2.498 2.731 6.214
H 0.402 1.450 6.430
H -0.601 0.376 4.459
H -0.266 -1.900 3.421
H -2.359 -3.108 3.892
H -4.432 -2.516 2.681
H -4.407 -0.759 0.950
H -2.343 0.462 0.460

For the HOMO-LUMO gap (alpha / beta), the calculation gives 7.8441 / 7.9696 eV. Its spin multiplicity is 6. As for the highest occupied orbital energy (alpha / beta): -16.8 / -16.8 eV. The net charge is +3.

These are the Mulliken partial charges, in e, on atoms 1 to 8: Sm 1.134; Se 0.013; Se -0.006; C 0.284; C -0.676; C -0.287; C -0.896; C -0.429